Density functional theory data (ωB97M-V/def2-TZVPD) for 6 unconnected molecules or ions with the total composition C33H50BFN3O17 in a non-equilibrium geometry.

Geometry as XYZ:
```
105
C33H50BFN3O17 (ωB97M-V/def2-TZVPD)
C -1.9001 1.0832 -0.9109
C -0.5938 0.9298 -0.7861
C 1.0354 0.9044 -0.8812
C 1.4114 -0.3485 -1.8286
C 1.3557 0.1977 -3.4813
C 0.0435 -0.4199 -4.3623
O 0.1780 1.1037 -3.8337
N 1.5612 2.2219 -1.3914
C 1.8399 3.1636 -0.2967
N 2.8064 4.1289 -0.4713
N 1.1739 3.1480 1.0192
B -0.1017 3.9388 1.0345
O -0.4781 4.8715 -0.0344
O -1.0394 3.8678 2.1531
C 1.0217 1.7670 1.5921
C 1.7791 1.7936 3.0611
O 2.5440 3.0621 3.1411
O 3.8445 2.8080 3.3975
C 1.5641 0.5877 0.6365
F 3.0342 0.4622 0.6871
C 0.9962 -0.8518 1.1929
C 2.1671 -1.9180 1.5001
O 2.7037 -2.4900 0.2627
C 4.1338 -2.4162 0.2143
O 4.6698 -1.9544 -0.8589
H -3.0400 1.2813 -0.8225
H 2.4657 -0.7782 -1.6761
H 0.5606 -1.1154 -1.7665
H 2.4128 0.3316 -4.0677
H -0.9806 -0.4799 -3.8473
H 0.0764 -0.2758 -5.4996
H 2.4968 2.0784 -1.8433
H 3.6059 4.1295 0.2003
H 2.7472 4.8800 -1.1799
H 0.3055 5.4183 -0.3033
H -1.9293 3.9758 1.7115
H -0.0819 1.4841 1.8462
H 0.9678 1.8837 3.8855
H 2.4978 0.9100 3.2072
H 4.3290 3.1287 2.5833
H 0.2564 -1.3503 0.4671
H 0.3906 -0.6517 2.1714
H 1.6569 -2.7986 2.0727
H 2.9848 -1.5265 2.2270
H 4.8575 -2.7710 1.0392
O -2.5869 -1.9748 -3.5769
C -3.6593 -2.1207 -3.0373
O -4.8220 -1.5810 -3.4932
C -5.8712 -1.8598 -2.5597
C -5.4007 -3.0631 -1.7805
C -3.9007 -2.8726 -1.7582
H -6.0139 -0.9813 -1.9224
H -6.7994 -2.0605 -3.0985
H -5.8485 -3.1350 -0.7874
H -5.6463 -3.9791 -2.3284
H -3.5808 -2.2546 -0.9151
H -3.3743 -3.8277 -1.7583
O 3.2414 -1.0549 4.9938
C 3.8998 -0.4557 5.8138
O 4.3451 -0.9983 6.9790
C 4.9923 0.0152 7.7560
C 5.3973 1.0781 6.7637
C 4.3031 0.9887 5.7241
H 4.2836 0.3898 8.5008
H 5.8548 -0.4116 8.2721
H 5.4978 2.0690 7.2107
H 6.3581 0.8142 6.3089
H 3.4453 1.6155 5.9810
H 4.6738 1.2312 4.7294
O -7.5514 -5.7841 -4.2196
C -6.8753 -5.2581 -5.0699
O -6.7899 -3.9104 -5.2519
C -5.9922 -3.6398 -6.4093
C -5.1465 -4.8743 -6.6074
C -6.0504 -5.9758 -6.1011
H -6.6591 -3.4522 -7.2564
H -5.3822 -2.7506 -6.2357
H -4.8227 -5.0129 -7.6408
H -4.2516 -4.8157 -5.9783
H -6.7105 -6.3540 -6.8856
H -5.4797 -6.7890 -5.6515
O -1.0449 -4.5228 3.6751
C -0.1178 -5.2031 3.3095
O 0.7391 -4.8518 2.3090
C 1.6464 -5.9312 2.0632
C 1.6477 -6.7468 3.3337
C 0.2357 -6.5625 3.8434
H 1.2845 -6.5021 1.2027
H 2.6372 -5.5336 1.8323
H 1.9235 -7.7911 3.1744
H 2.3554 -6.3163 4.0501
H -0.4497 -7.3011 3.4203
H 0.1964 -6.5791 4.9330
O 1.6060 7.1205 -1.7865
C 0.7518 7.9621 -1.6077
O -0.5180 7.6824 -1.2138
C -1.2888 8.8889 -1.2056
C -0.2780 10.0038 -1.0914
C 0.9165 9.4393 -1.8275
H -1.8638 8.9417 -2.1349
H -1.9814 8.8776 -0.3616
H -0.6353 10.9521 -1.4971
H -0.0188 10.1633 -0.0394
H 0.8708 9.6478 -2.8993
H 1.8555 9.7978 -1.4042
```

Calculated values
Gap between HOMO and LUMO (eV): 7.440
E_LUMO (eV): -4.117
E_HOMO (eV): -11.6
Largest force on an atom (eV/A): 6.7
Charge: +1
Molecular weight (g/mol): 790.577